1.
{"formula": "C4H8O2", "method": "wB97M-V/def2-TZVPD", "homo_ev": -9.638, "e_tot_ev": -8369.9034, "orbital_gap_ev": 10.310, "smiles": "CC(=O)[C@@H](C)O", "symbols": ["C", "C", "O", "C", "C", "O", "H", "H", "H", "H", "H", "H", "H", "H"], "positions_angstrom": [[1.369, 0.278, 1.512], [0.543, -0.102, 0.329], [1.235, -0.335, -0.633], [-0.945, -0.212, 0.012], [-0.775, 0.452, -1.719], [-1.477, -1.438, 0.564], [1.847, 1.218, 1.205], [2.211, -0.434, 1.569], [0.753, 0.367, 2.390], [-1.674, 0.504, 0.354], [-0.292, 1.480, -1.851], [-1.811, 0.551, -2.010], [-0.190, -0.206, -2.374], [-0.795, -2.124, 0.653]], "atomic_forces_ev_per_a": [[-0.30, 0.07, 0.27], [0.94, 0.13, -1.05], [1.02, -0.81, -0.51], [0.59, 1.46, -1.40], [-0.86, -1.05, 1.11], [0.53, 0.42, -1.28], [-0.34, 0.00, 0.45], [-0.63, 0.16, 0.35], [0.29, 0.17, 0.72], [0.32, 0.55, 0.66], [-0.55, -1.34, 1.24], [-0.24, -0.09, -0.45], [-0.62, 0.00, 0.33], [-0.15, 0.33, -0.43]], "mulliken_charge": [-1.084, 0.417, -0.494, 0.198, -1.045, -0.524, 0.261, 0.308, 0.336, 0.317, 0.297, 0.366, 0.307, 0.341]}

=====

2.
{"formula": "C4H8O2", "method": "wB97M-V/def2-TZVPD", "homo_ev": -9.143, "e_tot_ev": -8368.1802, "orbital_gap_ev": 8.480, "symbols": ["O", "C", "C", "C", "C", "O", "H", "H", "H", "H", "H", "H", "H", "H"], "positions_angstrom": [[-0.307, -0.241, 1.834], [0.164, 0.437, 0.716], [1.387, -0.318, 0.010], [0.744, -0.935, -1.161], [-1.004, 0.665, -0.272], [-1.874, -0.449, -0.262], [-1.102, -0.715, 1.529], [0.574, 1.398, 1.046], [2.209, 0.394, -0.159], [1.696, -1.066, 0.746], [-0.597, 0.853, -1.279], [1.070, -0.392, -2.073], [-1.595, 1.538, 0.009], [-1.362, -1.168, -0.685]], "atomic_forces_ev_per_a": [[-0.12, -0.11, -0.05], [0.02, 0.20, -0.22], [0.13, -0.11, -0.04], [0.25, 0.21, 0.17], [0.09, 0.27, 0.03], [0.09, -0.17, -0.18], [0.10, 0.03, 0.13], [-0.03, -0.12, -0.11], [-0.17, -0.13, -0.02], [-0.10, 0.06, -0.06], [-0.17, 0.06, 0.09], [-0.01, -0.15, 0.12], [0.01, -0.11, 0.12], [-0.11, 0.07, 0.02]], "mulliken_charge": [-0.562, 0.228, -0.340, -0.558, -0.777, -0.616, 0.397, 0.292, 0.328, 0.255, 0.357, 0.163, 0.372, 0.460]}

=====

3.
{"formula": "C4H8O2", "method": "wB97M-V/def2-TZVPD", "homo_ev": -9.955, "e_tot_ev": -8370.3363, "orbital_gap_ev": 10.826, "smiles": "CC(=O)[C@H]1CO1.[H][H]", "symbols": ["C", "C", "O", "C", "C", "O", "H", "H", "H", "H", "H", "H", "H", "H"], "positions_angstrom": [[-1.117, 0.610, -1.748], [-0.538, -0.182, -0.601], [-1.182, -0.984, 0.036], [0.899, 0.122, -0.259], [1.208, 0.560, 1.112], [1.527, -0.739, 0.663], [-0.664, 0.291, -2.694], [-2.196, 0.451, -1.792], [-0.901, 1.677, -1.625], [1.531, 0.475, -1.076], [0.397, 0.613, 1.838], [2.052, 1.229, 1.277], [-0.548, -2.174, 2.788], [-0.468, -1.950, 2.082]], "atomic_forces_ev_per_a": [[-0.08, 0.02, -0.03], [-0.22, -0.14, 0.14], [0.26, 0.33, -0.29], [-0.04, 0.03, -0.22], [-0.01, 0.22, 0.21], [0.08, -0.11, 0.01], [-0.02, 0.03, 0.14], [0.16, 0.02, 0.00], [-0.01, -0.15, -0.02], [-0.12, -0.04, 0.12], [0.10, -0.04, -0.13], [-0.12, -0.13, -0.03], [0.02, 0.01, -0.01], [-0.01, -0.05, 0.11]], "mulliken_charge": [-1.218, 0.563, -0.468, 0.029, -0.362, -0.387, 0.314, 0.338, 0.335, 0.379, 0.228, 0.271, 0.171, -0.194]}

=====

4.
{"formula": "C4H8O2", "method": "wB97M-V/def2-TZVPD", "homo_ev": -9.523, "e_tot_ev": -8370.8150, "orbital_gap_ev": 10.561, "smiles": "CO[C@H]1C[C@H]1O", "symbols": ["C", "O", "C", "C", "C", "O", "H", "H", "H", "H", "H", "H", "H", "H"], "positions_angstrom": [[-0.345, 1.854, 0.837], [0.106, 1.110, -0.275], [0.641, -0.113, 0.108], [-0.351, -1.247, 0.267], [0.594, -1.216, -0.902], [0.167, -1.036, -2.212], [0.496, 2.285, 1.400], [-0.938, 1.228, 1.518], [-0.966, 2.670, 0.458], [1.498, -0.056, 0.784], [-1.374, -0.944, 0.051], [-0.253, -1.999, 1.042], [1.429, -1.912, -0.881], [-0.704, -0.624, -2.196]], "atomic_forces_ev_per_a": [[-0.11, 0.18, 0.17], [0.05, -0.02, -0.11], [0.14, -0.08, 0.07], [-0.13, -0.14, 0.07], [0.23, -0.16, 0.19], [-0.22, 0.09, 0.00], [-0.09, -0.12, -0.09], [0.04, 0.10, -0.12], [0.08, -0.11, 0.05], [-0.13, 0.01, -0.14], [0.11, -0.08, 0.02], [0.05, 0.10, -0.10], [-0.14, 0.12, 0.02], [0.11, 0.09, -0.05]], "mulliken_charge": [-0.747, -0.321, 0.024, -0.568, -0.216, -0.533, 0.271, 0.341, 0.244, 0.347, 0.250, 0.251, 0.336, 0.321]}